Below is a cluster of 6 separate species, C24H54FN7O6P in total, with properties calculated with ωB97M-V/def2-TZVPD.

Summary:
**Total charge**: +1
**E_HOMO**: -10.25 eV
**Electronic energy**: -2222.65658 Eh
**ΔE to the lowest compared entry with this formula, charge and spin**: 0.00 kJ/mol
**Orbital gap**: 6.68 eV
**Spin multiplicity**: 1

Last column: Mulliken charge in e.
Cartesian coordinates (Å):
C1 8.081 -3.614 -0.873  -0.9745
P1 7.819 -3.980 -2.657  0.1077
C2 8.638 -2.506 -3.379  -1.2450
C3 5.998 -3.456 -2.784  -0.2267
N1 5.792 -2.264 -3.630  0.1603
C4 4.945 -2.393 -4.589  -0.8270
C5 4.383 -3.764 -4.664  0.5081
C6 2.829 -3.912 -4.761  -1.5171
C7 1.891 -2.715 -4.600  0.3051
O1 2.220 -1.661 -5.523  -0.6421
C8 1.743 -2.138 -3.184  -0.8201
N2 2.873 -2.371 -2.279  -0.2853
C9 5.077 -4.489 -3.492  -0.1735
F1 5.795 -5.556 -4.010  -0.3912
H1 8.373 -4.549 -0.381  0.3232
H2 7.200 -3.208 -0.368  0.3270
H3 8.899 -2.896 -0.760  0.3250
H4 8.242 -1.516 -3.134  0.3842
H5 9.660 -2.540 -2.980  0.4062
H6 8.705 -2.620 -4.465  0.3339
H7 5.589 -3.215 -1.798  0.5354
H8 6.281 -1.397 -3.472  0.3228
H9 4.743 -1.569 -5.270  0.4361
H10 4.794 -4.232 -5.571  0.6576
H11 2.614 -4.325 -5.757  0.3634
H12 2.521 -4.688 -4.046  0.4704
H13 0.891 -3.089 -4.871  0.4496
H14 2.689 -2.016 -6.273  0.3797
H15 0.838 -2.581 -2.745  0.2979
H16 1.523 -1.067 -3.284  0.1228
H17 3.268 -1.480 -2.014  0.2204
H18 2.507 -2.724 -1.406  0.2476
H19 4.339 -4.898 -2.788  0.4062
C10 -0.679 -0.743 1.250  -1.1546
C11 0.312 -0.598 0.122  0.5225
O2 1.212 -1.422 -0.047  -0.6781
N3 0.164 0.467 -0.686  0.0210
C12 -0.849 1.515 -0.621  -0.3194
H20 -0.422 -1.642 1.802  0.3685
H21 -0.646 0.127 1.908  0.2842
H22 -1.699 -0.820 0.874  0.4260
H23 0.852 0.525 -1.419  0.1681
H24 -1.427 1.545 -1.542  0.2246
H25 -0.376 2.488 -0.489  0.2133
H26 -1.523 1.339 0.213  -0.0447
C13 -3.179 3.999 1.428  -1.6704
C14 -3.156 2.799 2.353  1.1158
O3 -3.018 1.667 1.887  -0.6994
N4 -3.297 3.035 3.668  0.1427
C15 -3.437 4.332 4.312  -0.9899
H27 -3.058 3.644 0.409  0.3006
H28 -4.122 4.539 1.510  0.4206
H29 -2.373 4.694 1.665  0.4038
H30 -3.347 2.209 4.257  -0.0217
H31 -2.628 4.496 5.026  0.2893
H32 -4.385 4.385 4.845  0.2838
H33 -3.396 5.121 3.567  0.4008
C16 -6.568 1.145 4.238  -1.1020
C17 -6.458 1.831 5.577  0.8502
O4 -5.606 2.677 5.791  -0.6121
N5 -7.326 1.457 6.552  -0.2009
C18 -8.375 0.462 6.484  -0.8640
H34 -5.813 1.563 3.580  -0.0546
H35 -6.383 0.076 4.342  0.3455
H36 -7.555 1.291 3.798  0.5283
H37 -7.194 1.950 7.420  0.2395
H38 -9.354 0.904 6.675  0.2955
H39 -8.211 -0.336 7.210  0.2800
H40 -8.394 0.016 5.495  0.3198
C19 0.338 3.588 -4.516  -1.2374
C20 -1.148 3.679 -4.236  0.7753
O5 -1.602 3.481 -3.121  -0.6057
N6 -1.960 3.992 -5.275  -0.1732
C21 -1.602 4.263 -6.652  -0.8416
H41 0.832 3.339 -3.582  0.2384
H42 0.551 2.818 -5.259  0.3558
H43 0.730 4.536 -4.884  0.3725
H44 -2.934 4.040 -5.022  0.2406
H45 -1.900 5.270 -6.946  0.2862
H46 -2.078 3.553 -7.330  0.2839
H47 -0.527 4.181 -6.778  0.3152
C22 -2.252 -0.387 7.341  -1.5135
C23 -2.554 -0.215 5.870  0.8917
O6 -3.598 0.277 5.477  -0.6142
N7 -1.618 -0.621 4.977  -0.0368
C24 -0.327 -1.220 5.233  -0.9979
H48 -3.102 -0.006 7.898  0.3050
H49 -2.096 -1.437 7.592  0.3943
H50 -1.358 0.168 7.626  0.3888
H51 -1.895 -0.464 4.019  0.1378
H52 0.482 -0.607 4.831  0.2967
H53 -0.255 -2.215 4.789  0.2995
H54 -0.173 -1.319 6.303  0.4176